106
Properties=species:S:1:pos:R:3:forces:R:3:mulliken_charge:R:1 method="wB97M-V/def2-TZVPD" lumo_ev=-0.62 spin_multiplicity=1 de_lowest_ev=0.000 orbital_gap_ev=7.633 e_tot_ha=-2933.8569 total_charge=0
O -0.990 0.657 -0.868 0.52 0.46 -0.95 -0.306
O 3.372 4.650 -1.715 -0.31 -0.17 -0.03 -0.747
O -2.868 4.956 -0.820 -0.40 0.21 0.41 -0.676
O 3.370 -0.901 1.830 0.06 1.12 -0.09 -0.726
O -0.242 -3.249 2.395 0.62 0.23 0.65 -0.636
O 0.021 -3.619 -1.061 -0.93 -0.10 0.06 -0.389
O -5.841 0.643 -1.197 0.66 -0.17 -0.46 -0.752
O 0.406 -2.128 -4.191 -0.05 0.56 -0.33 -0.830
O 2.638 -0.003 -2.452 0.52 0.06 -0.41 -0.610
O -1.274 0.681 4.326 0.16 0.45 0.18 -0.696
O -4.565 -0.985 3.173 0.92 0.05 0.03 -0.762
O 1.176 4.186 1.741 0.12 0.24 -0.03 -0.459
O -2.803 -3.919 0.003 -0.70 0.31 0.03 -0.534
O -5.689 -4.254 -2.189 -0.29 -0.60 -0.37 -0.567
N -2.016 5.355 1.273 -0.93 1.02 1.03 -0.351
N 3.724 1.332 1.989 0.85 1.55 -0.45 -0.184
N -3.678 0.479 -1.925 0.23 -0.44 -0.74 -0.029
N -3.023 -0.933 1.533 0.17 1.48 -0.70 0.457
N -1.369 1.865 2.384 -0.46 0.42 -0.77 0.000
N 3.945 2.465 -1.689 -0.48 -0.82 -0.44 -0.159
N 3.239 5.022 1.242 -0.83 -0.16 0.30 -0.274
N -4.207 1.720 -0.104 0.16 0.09 0.79 -0.194
N 2.354 5.321 3.300 -0.14 0.44 0.99 -0.425
N -1.641 -1.240 -3.822 0.12 -0.43 -0.18 -0.278
N 0.261 -4.601 -3.094 -0.27 -0.13 0.15 -0.309
N -0.073 -5.896 -1.262 -0.74 0.87 1.23 -0.507
N 2.018 -3.138 2.697 1.30 -1.28 -0.13 -0.320
N 1.777 3.074 -2.053 -0.50 -0.26 -0.40 -0.122
N 0.778 -1.340 3.135 -1.54 0.76 -0.17 0.017
N 0.181 0.120 -3.951 -1.04 0.37 -0.32 -0.260
N 5.262 -0.096 0.998 1.25 0.56 -0.71 -0.393
N -0.968 3.946 -0.141 -0.31 -0.41 -0.44 0.352
N 0.278 2.294 3.872 0.62 0.65 -0.81 -0.155
N 2.831 -2.201 -1.945 0.19 0.31 -0.43 -0.104
N 0.857 1.125 0.377 -0.11 0.47 -0.12 1.525
N -2.979 -2.630 3.007 0.40 -0.31 0.09 -0.189
N 4.667 -1.044 -2.556 0.42 0.30 -0.35 -0.434
N 0.336 -1.027 -0.085 0.46 0.17 0.29 1.217
C -4.836 -4.512 -1.104 0.41 0.72 1.04 -0.565
C -2.060 4.764 0.071 1.39 -0.54 -1.24 0.453
C 0.025 0.265 -0.295 -0.80 -0.27 0.59 0.413
C -0.002 -4.630 -1.772 1.99 -0.10 -1.06 0.295
C -3.557 -1.464 2.643 -1.82 -1.10 1.13 0.450
C -4.644 0.909 -1.098 -1.51 0.62 0.61 0.524
C -0.303 -1.123 -4.027 0.84 -1.04 0.32 0.512
C -0.830 1.557 3.597 -0.56 -1.56 0.74 0.262
C 0.769 -2.616 2.714 -0.66 -0.46 -0.36 0.099
C 4.066 0.102 1.600 -0.74 -2.45 0.98 0.433
C 2.172 4.854 2.045 0.24 -1.15 0.16 0.426
C 3.047 3.468 -1.874 1.28 1.02 1.29 0.254
C -3.585 -3.635 -1.161 0.84 -0.59 -0.07 0.664
C 3.331 -1.030 -2.387 -1.19 -0.04 1.44 0.549
H -5.694 -3.324 -2.427 0.04 0.12 0.35 0.312
H 1.164 0.316 -4.015 -0.02 -0.06 0.35 0.212
H -2.814 5.936 1.478 0.07 -0.14 0.23 0.254
H 5.119 -1.939 -2.564 0.47 0.27 -0.18 0.147
H 3.167 4.645 0.303 0.58 0.67 -0.29 0.087
H 0.429 3.015 3.172 0.46 0.22 0.53 0.050
H -4.930 2.109 0.476 0.19 0.04 0.09 0.178
H -5.267 -4.286 -0.119 -0.44 0.48 -0.17 0.286
H -3.247 2.001 0.003 -0.07 0.18 -0.13 -0.092
H 2.946 1.597 2.569 -0.29 -0.53 -0.11 0.117
H -4.022 0.092 -2.785 0.26 -0.15 0.07 0.166
H -2.188 -2.951 2.462 -0.03 -0.07 0.59 0.102
H 2.064 -4.137 2.803 0.05 0.02 -0.64 0.221
H -2.232 -0.431 -3.890 -0.17 -0.20 -0.11 0.207
H -0.521 0.746 -3.594 0.75 0.76 0.05 0.128
H 3.116 5.925 3.549 -0.01 -0.02 -0.05 0.144
H 1.711 0.761 0.763 0.12 0.01 -0.31 -0.930
H -1.975 -2.155 -4.079 -0.46 0.19 0.12 0.220
H 5.897 0.626 0.702 -0.28 0.26 0.26 0.167
H -0.700 1.940 1.631 -0.01 0.24 -0.05 -0.303
H 0.339 -3.710 -3.598 -0.01 -0.17 0.03 0.297
H 1.738 5.044 4.043 -0.23 0.12 -0.22 0.223
H 4.416 2.047 1.830 -0.25 0.20 0.11 0.147
H 3.443 -2.994 -1.931 -0.45 -0.31 0.15 0.202
H -3.114 -3.000 3.930 -0.15 0.10 -0.06 0.240
H -0.141 3.991 0.444 -0.15 0.23 -0.22 -0.209
H -1.878 -3.691 -0.131 0.24 0.12 -0.27 0.088
H 5.106 -0.200 -2.876 0.20 -0.27 -0.20 0.243
H -2.167 1.309 2.110 0.08 -0.36 0.30 0.273
H 5.718 -0.982 1.125 -0.49 -0.22 -0.07 0.249
H 0.092 -1.796 -0.691 -0.62 -0.08 0.35 0.047
H 0.411 -6.654 -1.703 -0.05 -0.08 0.11 0.201
H 1.616 -0.788 3.080 0.05 -0.11 0.40 0.144
H 1.080 3.797 -2.075 -0.04 -0.13 -0.24 0.198
H 0.417 -5.500 -3.513 -0.17 0.25 -0.54 0.149
H -0.898 3.716 -1.118 0.16 -0.27 0.13 0.060
H 0.727 -1.156 0.837 0.28 -0.73 -0.30 -0.524
H -4.678 -5.582 -0.963 0.45 -0.06 -0.91 0.335
H -0.132 -0.963 3.376 0.20 0.51 -0.15 0.121
H -2.710 0.688 -1.726 0.03 -0.28 -0.23 0.203
H -3.913 -2.593 -1.266 -0.06 0.20 0.64 -0.270
H 3.631 1.540 -1.969 0.34 -0.21 0.26 0.256
H 0.879 2.065 0.013 0.06 0.07 0.27 -0.428
H 4.877 2.652 -1.377 -0.01 0.27 -0.31 0.187
H -2.400 -1.468 0.954 -0.13 0.11 -0.25 -0.372
H 0.709 2.332 4.776 -0.24 -0.21 0.08 0.272
H -0.104 -5.810 -0.254 0.11 -0.77 0.00 0.295
H 1.571 2.092 -2.164 -0.27 0.09 -0.02 0.014
H -2.942 -3.759 -2.040 -0.24 -0.58 -0.25 0.176
H 1.844 -2.269 -1.755 -0.02 -0.30 -0.04 -0.255
H -3.658 -0.233 1.174 0.36 -0.13 -0.69 0.097
H -1.520 4.929 2.037 -0.03 -0.06 -0.06 0.209
H 2.752 -2.635 2.208 -0.11 -0.19 0.50 0.319
H 4.008 5.498 1.673 0.45 0.00 -0.85 0.178

***

81
Properties=species:S:1:pos:R:3:forces:R:3:mulliken_charge:R:1 method="wB97M-V/def2-TZVPD" lumo_ev=-0.17 spin_multiplicity=1 de_lowest_ev=1.238 orbital_gap_ev=9.549 e_tot_ha=-1543.7950 total_charge=0
O 2.174 2.464 0.115 0.75 0.45 -0.21 -0.533
O 0.305 6.880 -1.784 0.69 0.70 -0.19 -0.529
O 3.461 -1.218 -2.649 -0.09 0.25 -0.41 -0.587
O 3.241 -2.916 -0.299 0.29 0.33 0.44 -0.521
O 0.615 -4.194 -2.577 -0.46 0.39 0.39 -0.556
O -2.952 -1.092 2.094 0.08 0.04 0.08 -0.620
O -0.990 -3.678 1.813 -0.01 0.10 0.19 -0.511
O -6.973 -0.774 -1.711 0.20 -0.10 0.17 -0.543
O 0.361 1.196 5.196 0.32 0.50 -0.51 -0.528
O -3.369 2.159 0.339 0.22 -0.15 0.27 -0.572
O -1.122 2.675 2.408 0.10 -0.36 0.19 -0.610
O 1.818 -0.241 -0.560 0.25 -0.51 0.10 0.458
O -2.193 2.380 -2.283 0.03 -0.23 0.27 -0.524
C 0.641 -0.160 3.145 1.15 1.05 -0.38 -0.594
C -0.552 -0.267 -0.075 0.17 0.70 -0.62 0.275
C -0.226 -3.808 -1.465 -0.18 -0.17 -1.15 0.033
C -4.946 0.386 -2.265 0.53 -0.04 -0.08 -0.684
C 0.214 4.709 -2.839 0.80 -0.24 -0.80 -0.920
C -5.538 -0.832 -1.574 -0.51 0.96 -0.57 -0.052
C 3.872 2.418 1.840 1.45 -0.77 0.10 -1.088
C 3.590 2.364 0.334 0.35 0.17 0.97 -0.216
C 3.403 -3.603 0.914 -0.56 -0.98 0.45 0.163
C 0.520 -0.313 -1.149 0.49 0.61 -0.27 -0.663
C 1.200 0.281 4.509 -0.95 -1.96 -0.33 -0.317
C 3.898 -4.996 0.566 -0.20 -0.68 -0.17 -1.292
C 1.019 5.682 -1.983 -0.72 -1.68 0.68 0.004
C -1.469 -3.081 -1.928 -0.02 -0.04 -0.72 -1.148
H 4.963 2.450 1.971 -0.06 -0.02 -0.09 0.446
H -7.344 -0.881 -0.833 -0.16 -0.04 -0.07 0.312
H 0.686 0.729 2.506 -0.29 -0.02 -0.15 -0.208
H 0.436 0.557 -1.815 -0.39 0.18 0.23 0.197
H 1.386 -0.777 2.636 -0.17 -0.41 0.20 0.205
H 3.540 3.303 2.386 -0.47 0.10 -0.44 0.360
H 1.279 -0.611 5.138 0.27 -0.04 0.07 0.308
H -1.257 -4.602 1.874 0.01 0.08 -0.06 0.256
H 3.162 -5.477 -0.084 -0.08 0.00 0.09 0.236
H -0.394 0.712 0.387 -0.37 0.00 0.19 -0.032
H -1.696 1.620 -2.599 0.00 0.05 -0.06 0.289
H -1.964 -2.665 -1.050 -0.30 -0.11 -0.11 0.160
H 1.916 3.218 0.659 -0.48 -0.08 -0.17 0.203
H -0.831 4.593 -2.562 -0.04 0.30 0.02 0.330
H 3.143 -1.472 -3.523 0.07 -0.04 0.09 0.299
H 4.239 3.138 -0.099 -0.84 0.41 -0.39 0.306
H 0.299 -3.132 -0.789 0.30 -0.59 0.33 -0.053
H 2.430 -3.703 1.423 -0.10 -0.17 -0.14 0.058
H 1.934 0.626 -0.139 -0.35 0.01 -0.14 -0.159
H -0.468 -1.010 0.715 0.17 -0.33 -0.33 -0.308
H 2.213 0.618 4.305 -0.10 0.73 0.45 0.284
H 0.519 -1.133 -1.867 -0.03 -0.47 0.59 0.330
H 3.941 1.463 -0.173 -0.20 -0.27 0.43 0.287
H -0.508 1.991 2.724 -0.29 0.38 -0.13 0.297
H -5.222 1.309 -1.758 -0.19 -0.01 -0.09 0.188
H -4.145 2.425 0.841 -0.03 -0.02 -0.12 0.246
H -3.545 -1.829 2.276 0.07 0.02 -0.02 0.251
H 4.025 -3.185 1.720 0.44 0.61 -0.64 0.298
H -2.145 -1.510 1.768 -0.19 -0.14 -0.05 0.285
H -1.538 -0.273 -0.537 -0.17 -0.08 0.21 0.334
H -5.193 -1.736 -2.078 0.15 -0.17 0.39 0.158
H -3.854 0.367 -2.265 -0.02 -0.21 0.20 0.073
H -0.566 -4.766 -1.064 0.13 0.36 0.96 0.546
H 2.844 -0.537 -2.347 0.15 -0.20 0.19 0.181
H -1.505 3.039 3.215 0.06 0.08 -0.10 0.247
H -2.564 2.097 -1.426 -0.03 0.31 -0.21 0.282
H 4.035 -5.642 1.437 -0.12 0.19 0.12 0.375
H -2.685 1.999 1.010 -0.07 0.15 -0.09 0.293
H -0.348 -0.606 3.062 -0.05 -0.02 0.48 0.642
H -0.505 -3.510 2.630 0.00 -0.06 -0.09 0.274
H 0.345 5.033 -3.875 -0.62 0.05 -0.04 0.320
H -5.209 0.441 -3.322 -0.35 -0.03 0.08 0.397
H 0.617 3.690 -2.838 0.19 0.12 0.33 0.146
H 1.228 5.182 -1.025 -0.06 0.23 0.15 0.026
H 2.002 5.822 -2.430 -0.16 0.72 -0.13 0.296
H 0.974 -5.040 -2.303 0.37 0.05 -0.28 0.304
H -2.109 -3.752 -2.505 -0.22 -0.04 0.34 0.417
H 3.582 1.527 2.399 -0.42 0.00 -0.18 0.116
H -0.535 1.017 4.892 -0.04 -0.01 0.22 0.305
H 2.705 -2.120 -0.171 0.21 0.12 -0.17 0.128
H -5.290 -0.775 -0.514 0.30 -0.45 -0.03 0.182
H -0.583 6.676 -1.484 -0.04 -0.21 -0.01 0.321
H -1.268 -2.267 -2.631 0.30 0.10 0.22 0.322
H 4.829 -5.056 0.000 0.10 0.57 0.10 0.319